No. 1
Below is a molecular structure, C5H7NO, with properties calculated with ωB97M-V/def2-TZVPD.

Summary:
E_HOMO (alpha / beta) = -7.075 / -7.076 eV
Relative energy (zero: lowest compared OMol25 entry of this formula, charge and spin) = 112.64 kcal per mole

```
! RIJCOSX wB97M-V def2-TZVPD def2/J DEFGRID3
* xyz 0 1
H 2.197 1.017 1.021
C -1.915 -0.447 -0.573
C -0.856 0.463 -0.911
H 1.665 1.781 -0.529
N -1.433 -1.178 0.573
H -1.021 1.335 -1.524
C 0.067 0.311 0.119
H 2.822 0.456 -0.559
H 1.331 -0.112 -0.206
H -2.033 -1.803 1.087
H 0.468 -1.328 1.588
C 1.954 0.869 -0.023
O -3.054 -0.585 -0.997
C -0.191 -0.779 0.934
*
```

Here are the natural (NBO) charges for atoms 1 to 8, given in e: number 1, H, carries 0.25; number 2, C, carries 0.59; number 3, C, carries -0.56; number 4, H, carries 0.26; number 5, N, carries -0.57; number 6, H, carries 0.24; number 7, C, carries 0.01; number 8, H, carries 0.26

***

No. 2
Below is a single C5H7NO molecule, with properties calculated with ωB97M-V/def2-TZVPD.

Summary:
E_HOMO = -8.029 eV
SMILES = Cc1cocc1N
Relative energy (zero: lowest compared OMol25 entry of this formula, charge and spin) = 18.81 kcal per mole

```
! RIJCOSX wB97M-V def2-TZVPD def2/J DEFGRID3
* xyz 0 1
H -0.097 -1.754 1.708
O 0.375 -0.181 -2.193
H 0.598 -0.180 2.141
C 0.374 -0.466 0.029
H 1.630 -1.451 1.474
H -1.692 2.167 0.251
H 1.433 -1.786 -1.429
H -0.799 1.528 -2.343
N -1.014 1.535 0.658
C 0.637 -0.994 1.407
C 0.814 -0.940 -1.165
C -0.419 0.692 -0.295
C -0.383 0.815 -1.648
H -1.458 1.014 1.404
*
```

Here are the natural (NBO) charges for atoms 1 to 8, given in e: number 1, H, carries 0.22; number 2, O, carries -0.40; number 3, H, carries 0.22; number 4, C, carries -0.14; number 5, H, carries 0.23; number 6, H, carries 0.37; number 7, H, carries 0.20; number 8, H, carries 0.20

***

No. 3
Below is a molecular structure, C5H7NO, with properties calculated with ωB97M-V/def2-TZVPD.

Summary:
E_HOMO = -8.492 eV
Relative energy (zero: lowest compared OMol25 entry of this formula, charge and spin) = 116.22 kcal per mole

```
! RIJCOSX wB97M-V def2-TZVPD def2/J DEFGRID3
* xyz 0 1
H 0.863 2.044 -0.427
N -0.659 0.277 1.413
H -1.659 1.777 0.114
C -0.524 -0.884 0.717
C 1.225 -0.069 0.031
C -1.381 -0.471 -0.465
H 1.626 -0.452 0.959
H 2.835 -0.755 -0.779
C 0.440 1.112 -0.054
O 2.087 -0.202 -1.034
C -1.010 0.900 0.128
H -1.031 -0.722 -1.470
H -0.370 -1.848 1.199
H -2.442 -0.707 -0.332
*
```

Here are the natural (NBO) charges for atoms 1 to 8, given in e: number 1, H, carries 0.21; number 2, N, carries -0.35; number 3, H, carries 0.21; number 4, C, carries -0.07; number 5, C, carries 0.08; number 6, C, carries -0.43; number 7, H, carries 0.20; number 8, H, carries 0.48

***

No. 4
Below is a single C5H7NO2 molecule in a non-equilibrium geometry, with properties calculated with ωB97M-V/def2-TZVPD.

Summary:
E_HOMO = -9.667 eV
SMILES = C=NO[C@@H]1C=CCO1
Relative energy (zero: lowest compared OMol25 entry of this formula, charge and spin) = 114.50 kcal per mole

```
! RIJCOSX wB97M-V def2-TZVPD def2/J DEFGRID3
* xyz 0 1
O 0.036 0.128 1.207
H 1.935 -0.244 -1.448
C -2.704 1.365 -0.945
C 0.628 -1.209 1.383
C 1.827 -1.320 0.474
H 2.686 -1.950 0.463
H 0.724 1.595 -0.287
C 1.559 -0.425 -0.425
C 0.477 0.478 -0.082
H -2.738 0.763 -1.930
H -3.444 2.187 -0.636
H 1.199 -1.363 2.365
O -0.604 0.462 -1.013
N -1.492 1.429 -0.519
H -0.089 -1.895 1.393
*
```

Here are the natural (NBO) charges for atoms 1 to 8, given in e: number 1, O, carries -0.49; number 2, H, carries 0.22; number 3, C, carries -0.17; number 4, C, carries -0.09; number 5, C, carries -0.19; number 6, H, carries 0.23; number 7, H, carries 0.18; number 8, C, carries -0.23